# 1
ORCA calculation (the ωB97M-V functional and the def2-TZVPD basis) on a molecular structure, C49H47BCrN8O5S.

ORCA input file:
```
! wB97M-V def2-TZVPD RIJCOSX def2/J DEFGRID3
* xyz -1 4
Cr 0.25 -0.06 -0.48
C -2.91 1.35 4.25
C -2.30 0.56 3.11
C -3.19 0.35 1.97
C -2.75 0.15 0.71
N -1.43 -0.26 0.50
N -1.08 0.26 3.14
B 0.24 -0.04 3.12
N 1.44 -1.75 1.49
N 1.32 -1.69 0.13
C 1.64 -2.89 -0.39
C 1.98 -3.75 0.64
C 1.82 -2.98 1.80
C 2.02 -3.37 3.24
C 1.78 -3.22 -1.83
C 2.72 -2.56 -2.62
C 2.92 -2.94 -3.94
C 2.18 -3.98 -4.49
C 1.25 -4.64 -3.71
C 1.06 -4.27 -2.39
N 1.25 0.88 2.46
N 1.39 1.16 1.12
C 2.51 1.89 1.04
C 3.05 2.13 2.31
C 2.22 1.46 3.18
C 2.30 1.33 4.67
C 3.17 2.44 -0.18
C 4.56 2.55 -0.18
C 5.24 3.16 -1.22
C 4.54 3.68 -2.30
C 3.16 3.56 -2.32
C 2.48 2.93 -1.28
C -3.68 0.28 -0.46
C -5.04 -0.01 -0.32
C -5.91 0.04 -1.40
C -5.43 0.38 -2.66
C -4.08 0.67 -2.81
C -3.22 0.61 -1.73
H -3.74 0.78 4.68
H -2.16 1.53 5.02
H -3.31 2.30 3.89
H -4.22 0.64 2.12
H 0.68 -0.90 3.83
H 2.30 -4.78 0.55
H 2.63 -4.27 3.31
H 2.54 -2.57 3.78
H 1.08 -3.55 3.75
H 3.30 -1.75 -2.19
H 3.65 -2.41 -4.55
H 2.34 -4.27 -5.52
H 0.67 -5.45 -4.13
H 0.31 -4.77 -1.78
H 3.90 2.73 2.57
H 3.18 1.85 5.03
H 1.42 1.76 5.15
H 2.36 0.28 4.97
H 5.12 2.13 0.65
H 6.33 3.22 -1.19
H 5.06 4.17 -3.11
H 2.58 3.95 -3.15
H 1.41 2.82 -1.35
H -5.43 -0.32 0.64
H -6.95 -0.20 -1.26
H -6.10 0.43 -3.51
H -3.69 0.95 -3.78
H -2.18 0.87 -1.87
C 2.16 1.04 -4.12
C 1.25 0.30 -3.18
O 1.53 0.37 -1.95
C 0.20 -0.43 -3.74
C -0.64 -1.32 -3.04
C -1.53 -2.22 -3.84
N -0.66 -1.36 -1.72
N -1.44 -2.40 -1.22
C -1.69 -2.50 0.02
O -1.36 -1.64 1.02
C -2.39 -3.71 0.52
C -2.84 -4.68 -0.37
C -3.51 -5.80 0.10
C -3.73 -5.97 1.46
C -3.28 -5.01 2.35
C -2.62 -3.88 1.88
H 3.05 1.37 -3.59
H 1.64 1.92 -4.51
H 2.44 0.41 -4.96
H 0.12 -0.43 -4.81
H -1.37 -2.05 -4.90
H -2.58 -2.03 -3.59
H -1.33 -3.26 -3.60
H -2.66 -4.54 -1.43
H -3.86 -6.55 -0.61
H -4.25 -6.85 1.82
H -3.44 -5.13 3.41
H -2.27 -3.12 2.57
C 1.63 5.71 3.73
C 0.90 5.13 2.54
C 1.10 5.63 1.26
C 0.47 5.06 0.16
C -0.39 3.99 0.35
C -0.63 3.50 1.63
C 0.01 4.07 2.71
S -1.16 3.17 -1.02
O -0.73 3.88 -2.21
O -2.57 3.15 -0.73
O -0.56 1.81 -0.97
H 2.26 6.55 3.43
H 2.27 4.96 4.20
H 0.93 6.07 4.49
H 1.79 6.45 1.11
H 0.64 5.42 -0.84
H -1.30 2.66 1.75
H -0.15 3.66 3.71
*
```

## Properties
strongest force on any atom	0.80	eV Å⁻¹
LUMO level (spin up / spin down)	2.43 / 2.43	eV
E	-113671.38380	eV
HOMO level (spin up / spin down)	-4.94 / -5.02	eV
energy relative to the best compared isomer or geometry (same formula, charge and spin)	402.8	kJ/mol


# 2
ORCA calculation (the ωB97M-V functional and the def2-TZVPD basis) on C24H27N3O4 in the gas phase.

ORCA input file:
```
! wB97M-V def2-TZVPD RIJCOSX def2/J DEFGRID3
* xyz 0 1
C 2.68 -0.03 -5.48
C 2.17 0.30 -4.12
C 2.83 0.61 -2.97
C 1.81 0.84 -1.99
C 1.81 1.19 -0.65
C 0.59 1.32 0.01
C -0.61 1.05 -0.69
C -0.65 0.73 -2.05
C 0.59 0.64 -2.67
O 0.82 0.33 -3.95
C -1.92 0.47 -2.79
H -2.78 0.68 -2.17
H -1.94 -0.57 -3.10
H -1.95 1.09 -3.69
O -1.81 1.07 -0.04
C -1.92 1.33 1.28
O -3.02 1.19 1.79
C -0.73 1.74 2.01
C 0.49 1.74 1.39
C 1.73 2.17 2.11
H 1.49 2.76 2.99
H 2.36 2.76 1.45
H 2.29 1.29 2.43
C -0.98 2.15 3.43
H -2.06 2.23 3.56
H -0.56 3.14 3.62
C -0.41 1.17 4.47
C -0.59 -0.30 4.13
O 0.33 -1.10 4.27
N -1.82 -0.67 3.71
H -2.49 0.04 3.45
C -2.10 -2.01 3.28
C -1.95 -2.19 1.77
H -2.57 -1.45 1.26
H -2.30 -3.19 1.49
C -0.49 -2.03 1.34
N -0.28 -2.23 -0.07
C -1.18 -2.41 -1.06
N -0.60 -2.55 -2.23
C 0.73 -2.46 -1.99
C 0.95 -2.26 -0.66
H 1.85 -2.14 -0.10
H 1.44 -2.54 -2.79
H -2.24 -2.43 -0.91
H -0.14 -1.03 1.61
H 0.13 -2.75 1.90
H -3.12 -2.26 3.58
H -1.40 -2.67 3.80
H 0.66 1.33 4.61
H -0.90 1.35 5.43
H 2.74 1.34 -0.13
C 4.30 0.69 -2.74
H 4.60 -0.01 -1.96
H 4.58 1.69 -2.42
H 4.84 0.45 -3.65
H 3.47 -0.77 -5.42
H 3.07 0.86 -5.97
H 1.86 -0.43 -6.07
*
```

## Properties
strongest force on any atom	1.34	eV Å⁻¹
LUMO level	0.00	eV
E	-37988.50259	eV
HOMO level	-8.02	eV
structure (SMILES)	Cc1oc2c(C)c3oc(=O)c(CCC(=O)NCCCn4ccnc4)c(C)c3cc2c1C
energy relative to the best compared isomer or geometry (same formula, charge and spin)	0.0	kJ/mol


# 3
ORCA calculation (the ωB97M-V functional and the def2-TZVPD basis) on 16 unconnected molecules or ions with the total composition C3H40NO15.

ORCA input file:
```
! wB97M-V def2-TZVPD RIJCOSX def2/J DEFGRID3
* xyz 1 1
C -1.09 -2.61 2.49
C -0.70 -1.18 2.37
C 0.82 -1.00 2.35
N -1.26 -0.64 1.04
H -0.66 -3.26 3.25
H -2.20 -2.65 2.67
H -0.98 -3.35 1.73
H -1.02 -0.45 3.15
H 1.41 -1.31 1.53
H 1.15 -1.43 3.30
H 1.16 0.04 2.26
H -2.32 -0.48 1.11
H -0.67 0.25 0.98
H -1.13 -1.27 0.27
H 1.33 3.60 1.93
H 0.75 4.62 2.98
O 0.77 4.35 2.05
H 0.05 -4.04 -0.46
H -1.07 -4.46 -1.45
O -0.87 -4.03 -0.63
H -3.73 0.76 3.98
H -2.15 0.71 3.76
O -2.84 0.60 4.42
H 2.48 -3.24 1.81
H 1.96 -4.68 1.83
O 1.91 -3.86 2.28
H 4.19 -0.05 0.31
H 2.77 0.64 0.56
O 3.25 -0.18 0.33
H -0.01 3.25 -1.55
H 1.11 3.98 -0.94
O 0.88 3.06 -1.21
H -4.02 0.12 -0.32
H -3.78 -1.27 -0.96
O -3.39 -0.59 -0.41
H 2.89 -4.11 -1.73
H 2.20 -2.87 -1.31
O 2.15 -3.85 -1.16
H 0.02 2.24 -3.97
H -0.90 0.95 -4.01
O -0.87 1.90 -4.01
H -0.84 4.45 1.15
H -2.24 3.90 0.61
O -1.30 3.89 0.50
H 2.76 3.13 0.57
H 1.47 2.60 0.31
O 2.22 2.41 0.97
H -3.36 2.34 -1.52
H -2.50 1.46 -2.08
O -3.07 1.45 -1.31
H 2.42 0.76 -3.96
H 1.13 0.41 -4.91
O 1.50 0.97 -4.20
H 1.27 -0.11 -1.79
H 0.85 1.05 -0.91
O 0.59 0.18 -1.21
H -0.17 -1.65 -2.89
H 1.29 -1.95 -3.66
O 0.74 -1.89 -2.90
*
```

## Properties
strongest force on any atom	3.75	eV Å⁻¹
LUMO level	-2.65	eV
E	-35955.76544	eV
HOMO level	-13.54	eV
energy relative to the best compared isomer or geometry (same formula, charge and spin)	271.0	kJ/mol


# 4
ORCA calculation (the ωB97M-V functional and the def2-TZVPD basis) on a molecular structure, C33H53N2O4P2Re.

ORCA input file:
```
! wB97M-V def2-TZVPD RIJCOSX def2/J DEFGRID3
* xyz 1 2
Re -0.84 0.26 0.67
O -5.40 -5.31 -0.11
C -4.28 -5.05 0.24
O -3.26 -5.55 0.65
C -3.95 -3.45 0.10
C -3.42 -3.01 -1.10
C -2.84 -1.75 -1.13
N -2.72 -1.00 -0.04
C -3.32 -1.41 1.09
C -3.98 -2.62 1.20
C -3.12 -0.47 2.29
O -3.76 -0.62 3.30
O -2.24 0.43 2.05
H -3.42 -3.62 -1.99
H -2.41 -1.34 -2.03
H -4.43 -2.88 2.15
C 1.27 3.09 1.09
C -0.06 3.76 0.72
C -0.83 4.04 2.01
C 0.24 5.04 -0.06
P -1.03 2.51 -0.34
C -0.19 2.59 -1.97
C 0.99 1.86 -2.07
C 1.79 1.92 -3.20
C 1.40 2.71 -4.27
C 0.22 3.43 -4.19
C -0.56 3.38 -3.05
C -2.85 3.07 -0.55
C -3.41 2.14 -1.63
C -3.04 4.54 -0.93
C -3.66 2.86 0.74
H 1.83 3.73 1.76
H 1.87 2.92 0.20
H 1.08 2.14 1.59
H -0.17 4.51 2.74
H -1.21 3.11 2.44
H -1.66 4.72 1.84
H 0.80 5.72 0.58
H -0.67 5.55 -0.37
H 0.84 4.83 -0.94
H 1.27 1.22 -1.25
H 2.71 1.37 -3.25
H 2.01 2.76 -5.16
H -0.08 4.05 -5.02
H -1.46 3.98 -3.04
H -2.89 2.25 -2.58
H -4.46 2.34 -1.78
H -3.30 1.10 -1.31
H -2.51 4.84 -1.83
H -2.74 5.20 -0.12
H -4.10 4.71 -1.11
H -3.46 1.90 1.20
H -4.72 2.90 0.50
H -3.46 3.64 1.47
C 3.67 -0.54 2.26
C 3.57 -1.06 0.83
C 4.58 -2.19 0.63
C 3.88 0.12 -0.08
P 1.78 -1.66 0.51
N 0.84 -0.37 0.27
C 1.67 -2.67 -1.12
C 2.17 -4.10 -1.01
C 0.21 -2.66 -1.57
C 2.46 -1.95 -2.22
C 1.09 -2.64 2.02
C 2.02 -3.73 2.53
C -0.24 -3.28 1.60
C 0.78 -1.65 3.15
H 4.63 -0.03 2.37
H 3.65 -1.35 2.99
H 2.89 0.18 2.48
H 5.54 -1.88 1.04
H 4.73 -2.43 -0.42
H 4.28 -3.09 1.16
H 4.90 0.46 0.12
H 3.21 0.95 0.13
H 3.83 -0.12 -1.14
H 1.59 -4.70 -0.31
H 3.22 -4.16 -0.74
H 2.07 -4.56 -1.99
H -0.42 -3.31 -0.97
H 0.15 -3.00 -2.60
H -0.18 -1.64 -1.53
H 3.54 -2.01 -2.05
H 2.15 -0.92 -2.32
H 2.27 -2.45 -3.17
H 2.31 -4.42 1.74
H 1.49 -4.30 3.30
H 2.92 -3.33 2.98
H -0.10 -4.15 0.96
H -0.88 -2.55 1.11
H -0.76 -3.62 2.49
H 1.66 -1.36 3.71
H 0.10 -2.13 3.86
H 0.29 -0.74 2.78
*
```

## Properties
strongest force on any atom	4.38	eV Å⁻¹
LUMO level (spin up / spin down)	-5.17 / -4.86	eV
E	-66952.41097	eV
HOMO level (spin up / spin down)	-9.59 / -9.59	eV
energy relative to the best compared isomer or geometry (same formula, charge and spin)	146.1	kJ/mol


# 5
ORCA calculation (the ωB97M-V functional and the def2-TZVPD basis) on 2 unconnected molecules or ions with the total composition C4H11N4.

ORCA input file:
```
! wB97M-V def2-TZVPD RIJCOSX def2/J DEFGRID3
* xyz 1 1
C 1.09 0.97 -0.08
C -0.32 1.46 0.12
C 2.00 -1.58 -0.15
C -2.49 0.48 -0.20
N 2.22 1.51 -0.07
N 0.90 -0.47 -0.18
N -1.11 0.41 -0.45
N -0.54 -0.80 -0.16
H -0.46 1.68 1.31
H -0.52 2.48 -0.39
H 2.79 -1.09 0.56
H 1.49 -2.33 0.34
H 2.40 -1.95 -1.06
H -3.13 0.00 -1.02
H -2.81 -0.07 0.75
H -2.94 1.49 0.08
H 3.08 0.96 -0.18
H -0.76 -1.63 -0.73
H -0.88 -1.51 1.52
*
```

## Properties
strongest force on any atom	4.74	eV Å⁻¹
LUMO level (spin up / spin down)	-5.36 / -6.18	eV
E	-10273.45021	eV
HOMO level (spin up / spin down)	-13.77 / -13.70	eV
energy relative to the best compared isomer or geometry (same formula, charge and spin)	746.7	kJ/mol


# 6
ORCA calculation (the ωB97M-V functional and the def2-TZVPD basis) on C4H6ClF in the gas phase.

ORCA input file:
```
! wB97M-V def2-TZVPD RIJCOSX def2/J DEFGRID3
* xyz 0 1
C -1.98 -0.64 -0.19
C -0.84 0.23 0.12
C -1.06 1.69 0.09
C 0.24 -0.41 0.19
H -2.92 -0.17 -0.69
H -2.39 -0.94 0.80
H -1.78 -1.57 -0.72
H -1.86 2.02 -0.66
H -1.52 2.34 0.87
H -0.16 2.28 -0.11
F 0.28 -1.75 0.10
Cl 1.76 0.38 -0.10
*
```

## Properties
strongest force on any atom	4.84	eV Å⁻¹
LUMO level	0.86	eV
E	-19483.53999	eV
HOMO level	-9.23	eV
structure (SMILES)	CC(C)=C(F)Cl
energy relative to the best compared isomer or geometry (same formula, charge and spin)	116.0	kJ/mol